Below is a 2-piece molecular cluster, CH3NO2S2 overall in a non-equilibrium geometry, with properties calculated with wB97M-V/def2-TZVPD.

```
9
Properties=species:S:1:pos:R:3:forces:R:3
C 1.771334 -0.080874 0.026942 -0.26 1.01 0.58
N 0.995075 0.909264 -0.124750 -0.16 -1.42 -0.36
O 0.407183 1.008058 -1.238013 -0.61 0.74 -0.99
O 0.528646 1.614000 0.940817 -1.31 1.89 0.26
S -1.831272 -1.537606 0.446041 -0.12 -0.85 3.95
S 2.845120 -1.164289 -0.006180 0.60 -0.59 0.04
H -1.475955 -1.212827 -0.685439 1.08 1.08 -3.64
H -0.177633 2.252164 0.544783 1.70 -1.69 0.48
H -3.062495 -1.787894 0.095801 -0.91 -0.17 -0.33
```
Forces are in eV/Å.

spin multiplicity	1
highest occupied orbital energy (spin up / spin down)	-8.43 / -8.43	eV
E_tot	-1041.309818	Eh
gap between HOMO and LUMO (spin up / spin down)	7.377 / 7.377	eV